a) Computed, not measured: a 2-piece molecular cluster, C6H10Br2O3 overall, with wB97M-V/def2-TZVPD.

LUMO = 0.6 eV
SMILES = C[C@H]1COC(=O)O1.BrCCBr
Kohn-Sham gap = 10.662 eV
Molecular weight = 289.951 g mol⁻¹

Atoms and positions in Å:
C: -23.97 5.15 -10.92
C: -23.01 3.99 -10.63
C: -23.70 2.84 -9.95
O: -23.45 1.71 -10.81
C: -23.07 2.20 -12.01
O: -22.96 1.55 -13.00
O: -22.64 3.45 -11.90
H: -24.73 4.90 -11.66
H: -23.43 5.99 -11.36
H: -24.48 5.61 -10.07
H: -22.17 4.34 -10.03
H: -24.78 2.93 -9.83
H: -23.27 2.60 -8.98
Br: -23.95 -1.00 -8.94
C: -22.25 -1.13 -9.89
C: -22.47 -1.63 -11.31
Br: -20.77 -1.48 -12.24
H: -21.62 -1.89 -9.43
H: -21.86 -0.13 -9.86
H: -23.25 -1.07 -11.83
H: -22.72 -2.69 -11.32

---

b) Computed, not measured: a 2-piece molecular cluster, C6H10Br2O3 overall, with wB97M-V/def2-TZVPD.

LUMO = 0.5 eV
SMILES = C[C@H]1COC(=O)O1.BrCCBr
Kohn-Sham gap = 10.799 eV
Molecular weight = 289.951 g mol⁻¹

Atoms and positions in Å:
C: -21.72 22.57 10.85
C: -20.88 23.59 10.10
C: -19.81 24.30 10.91
O: -18.58 23.72 10.44
C: -18.79 23.05 9.30
O: -17.96 22.61 8.59
O: -20.12 22.82 9.14
H: -21.15 21.89 11.49
H: -22.31 21.87 10.26
H: -22.42 23.13 11.48
H: -21.56 24.22 9.53
H: -19.87 24.14 11.98
H: -19.81 25.34 10.61
Br: -21.04 20.77 14.06
C: -21.56 19.53 12.69
C: -20.45 18.99 11.83
Br: -19.14 17.98 12.85
H: -22.26 20.02 12.02
H: -22.01 18.69 13.22
H: -19.91 19.74 11.26
H: -20.82 18.23 11.14

---

Most stable structure: a)